This record from OMol25 describes a structure of composition C2H6CaO2. The level of theory is the ωB97M-V functional and the def2-TZVPD basis.

Geometry as XYZ:
```
11
Properties=species:S:1:pos:R:3
Ca -0.4363 -2.1133 1.4536
O 0.3478 -1.6404 -0.4226
O -1.0867 -0.1322 0.7847
C -0.3076 0.2113 -0.3472
C 0.8397 1.0975 0.0035
H 1.7876 0.5587 -0.1469
H 0.8690 1.3328 1.0794
H 0.1567 -1.9507 -1.3100
H -2.0072 0.1391 0.6885
H 0.7674 2.0262 -0.5750
H -0.9303 0.4708 -1.2079
```

Computed properties:
Multiplicity: 2
Expectation value of S²: 0.7559
Highest occupied orbital energy (alpha / beta) (eV): -9.21 / -14.47
Gap between HOMO and LUMO (alpha / beta) (eV): 4.3 / 9.3
Charge: +1
ΔE to the lowest compared entry with this formula, charge and spin (kJ/mol): 111.8


This record from OMol25 describes the ion C28H53IN2O2PSi with charge +1. The level of theory is the ωB97M-V functional and the def2-TZVPD basis.

Geometry as XYZ:
```
88
Properties=species:S:1:pos:R:3
I 4.3672 3.5476 -1.5360
P 0.5708 4.3295 -1.7421
Si -0.5991 -3.7613 2.1765
O 1.3674 3.7985 -3.0725
O -2.9816 1.8856 -1.7070
N -2.0377 2.2447 0.9625
N 1.6311 5.4677 -1.0662
C -3.7119 1.8121 -2.9318
C -0.2974 0.7864 -2.0727
C 1.4664 -4.7024 0.3338
C 1.2809 -1.1929 -2.4386
C 0.2263 -1.1179 2.9029
C 1.1016 -0.1175 3.3401
C 0.5663 2.8004 -0.5964
C -1.2096 3.4808 1.2192
C 0.2288 -0.5480 -1.5069
C -1.3162 1.2531 0.1220
C 3.2104 2.4114 -0.1080
C -1.9480 -2.8685 1.1710
C 2.5230 -1.7265 -1.6883
C 2.4116 -0.4446 3.6904
C 2.8314 -1.7737 3.6230
C 1.2498 -3.8753 -0.9439
C 1.8419 1.9363 -0.6076
C -1.4863 -4.6463 3.5683
C -0.6683 1.9159 -1.0785
C -1.8065 2.7167 -1.7692
C 2.5616 -3.2369 -1.4150
C 3.3180 3.0306 1.2704
C -5.0504 1.1191 -2.6968
C 0.1637 -5.0782 1.0568
C 0.2463 3.3247 0.8247
C -4.9952 0.0698 -1.5806
C 1.9424 -2.7534 3.1824
C 0.6238 -2.4609 2.7897
H -4.0210 -0.4193 -1.5942
H -5.8080 1.8590 -2.4557
H -1.1825 0.5518 -2.6584
H 4.3605 3.1556 1.5411
H -2.0697 3.6212 -1.2322
H 0.7100 4.2885 1.0021
H -2.9249 -3.0263 1.6206
H 3.8326 -2.0627 3.8969
H -0.5555 0.8092 0.7577
H 0.7246 2.6562 1.5392
H 2.2736 -3.7804 3.1193
H -1.5976 2.9340 -2.8114
H -1.9719 -3.2722 0.1614
H -0.6136 -1.2367 -1.4632
H 0.3973 1.2111 -2.7939
H -5.3282 0.6290 -3.6253
H -5.1012 0.5297 -0.6039
H -2.9581 2.4435 0.5657
H 0.7305 3.4192 -3.6849
H 2.0181 1.5410 -1.6011
H 2.8656 2.3662 2.0090
H 2.1721 -4.1606 0.9586
H 1.9713 -5.6270 0.0532
H 0.6331 -0.4724 -0.5051
H 1.0702 6.2313 -0.7171
H 2.8406 4.0018 1.3778
H 1.6414 -0.4498 -3.1463
H 3.1034 0.3190 4.0127
H -3.1299 1.2208 -3.6413
H -0.5855 -5.2919 0.2939
H 1.6252 1.0602 0.0100
H -1.6827 4.3186 0.7187
H 0.4840 -3.1342 -0.7198
H -1.9678 0.4440 -0.1717
H -0.8187 -5.1929 4.2285
H -3.8853 2.8196 -3.3072
H 0.3127 -5.9977 1.6203
H -1.2765 3.6938 2.2805
H -2.1462 -5.3739 3.0945
H 2.6683 -1.1572 -0.7703
H 3.3458 -3.4016 -0.6783
H 2.2820 5.1237 -0.3725
H 2.9211 -3.7207 -2.3199
H -2.1170 -3.9779 4.1480
H 0.7643 0.9074 3.4167
H 0.8296 -1.9850 -3.0304
H -1.7780 -1.8000 1.0813
H -5.7419 -0.7020 -1.7251
H 3.3882 -1.4876 -2.3060
H 3.8031 1.5045 -0.0627
H 0.8704 -4.5449 -1.7113
H -2.2162 1.8037 1.8633
H -0.7848 -0.8153 2.6629
```

Computed properties:
Multiplicity: 1
Highest occupied orbital energy (eV): -11.04
Gap between HOMO and LUMO (eV): 8.2
Charge: +1
ΔE to the lowest compared entry with this formula, charge and spin (kJ/mol): 0.0
SMILES: CCCOC[C@]1(CCCCCCCC[Si](C)(C)c2ccccc2)C[NH2+]CC[C@]1(C[C@H](C)I)P(N)O


This record from OMol25 describes a cluster of 7 separate species, C14H46ClN5O6 in total. The level of theory is the ωB97M-V functional and the def2-TZVPD basis.

Geometry as XYZ:
```
72
Properties=species:S:1:pos:R:3
Cl -0.3795 -1.2994 -2.5366
O -1.2030 -1.7182 -3.6205
O -0.6104 -2.0474 -1.2992
O 4.5742 -1.1552 -1.0091
O 2.5291 -1.3664 1.5586
O -0.6940 0.0571 -2.2137
O 1.0078 -1.3106 -3.0273
N 3.8521 -1.8317 -3.8248
N -0.1293 5.3674 -1.6045
N -1.9847 -3.3072 2.9373
N 2.0800 0.7357 -0.2374
N -0.5070 -1.3837 1.8072
C -3.2274 -3.0474 0.7255
C 0.1067 -4.8119 2.9048
C 0.7666 5.9078 -2.6088
C -0.5900 3.9834 -1.7728
C 3.7883 -2.1861 -0.5833
C -1.9863 6.1832 -0.0184
C -0.9300 3.5325 -3.2387
C -2.1765 -3.3054 4.3836
C -3.3411 -3.2956 2.3108
C -2.5752 -1.9509 5.0457
C 3.3159 -2.3703 0.9493
C -1.3510 6.2641 -1.3419
C -1.3231 -4.5529 2.4777
C 2.1375 5.1981 -2.7296
H -2.9625 -4.0136 4.6458
H -1.0007 7.2963 -1.3310
H 2.8537 -1.9818 -3.8514
H 0.1695 3.3498 -1.3149
H -1.9009 -1.1415 4.7660
H 0.7068 -3.9383 3.1591
H 2.5954 4.8816 -1.7924
H -2.7090 5.3679 0.0169
H 2.6279 6.0126 -3.2626
H 0.3127 6.0321 -3.5920
H 4.2653 -2.7085 -4.1089
H -1.9814 -5.4027 2.6580
H 2.3913 1.6389 0.0903
H -3.8840 -2.4910 2.8067
H -1.5208 4.2684 -3.7841
H 1.8634 4.3513 -3.3589
H -1.5749 2.6627 -3.1136
H -1.2230 -3.5977 4.8235
H 2.8600 0.3689 -0.7638
H 2.5801 -3.1739 0.9782
H -2.0928 6.2384 -2.1401
H 4.1400 -1.2056 -4.5631
H 1.0101 6.8982 -2.2243
H -3.8087 -4.2111 2.6731
H -2.5336 7.1091 0.1583
H 0.6446 -5.3000 2.0921
H 1.9792 0.0333 0.4813
H 1.3150 0.8597 -0.8851
H 2.8752 -2.2932 -1.1688
H -2.7962 -2.0737 6.1060
H -1.3175 -4.4848 1.3899
H -2.8056 -2.0563 0.5587
H 4.1717 -2.6360 1.5700
H -1.4014 6.0118 0.8853
H -1.2733 3.7260 -0.9636
H -0.5512 -0.3884 1.9731
H 4.3900 -3.0811 -0.7410
H -0.9456 -2.0072 2.4698
H -2.6495 -3.7094 0.0806
H -3.5269 -1.6333 4.6195
H 0.0573 3.3865 -3.6769
H 0.1135 -5.3925 3.8273
H 4.0765 -1.5462 -2.8824
H -0.8842 -1.6231 0.9014
H -4.2869 -3.1127 0.4781
H 0.4816 -1.5792 1.8756
```

Computed properties:
Multiplicity: 1
Highest occupied orbital energy (eV): -5.96
Gap between HOMO and LUMO (eV): 6.1
ΔE to the lowest compared entry with this formula, charge and spin (kJ/mol): 372.1


This record from OMol25 describes a structure of composition C7Br4O4S. The level of theory is the ωB97M-V functional and the def2-TZVPD basis.

Geometry as XYZ:
```
16
Properties=species:S:1:pos:R:3
Br 2.2437 -3.2327 -0.8343
Br 2.5848 -1.4194 1.9703
Br -2.0019 0.1060 -2.7590
Br -0.1985 -2.5396 -2.9964
S -1.1364 2.0293 0.2133
O 0.5561 0.6585 3.0064
O -2.4659 1.9019 0.7620
O -0.8766 3.1007 -0.7289
O -0.2798 2.2977 1.6588
C 0.9882 -1.8097 -0.5192
C -0.6520 -0.2809 -1.3719
C -0.4731 0.4880 -0.2309
C 0.0553 -1.4531 -1.4996
C 0.3518 0.1360 0.7468
C 0.1658 1.0729 1.9550
C 1.1384 -1.0556 0.6277
```

Computed properties:
Multiplicity: 1
Highest occupied orbital energy (eV): -10.27
Gap between HOMO and LUMO (eV): 9.1
ΔE to the lowest compared entry with this formula, charge and spin (kJ/mol): 3.1


no.,electronic energy (hartree)
1,-907.58055
2,-2287.03065
3,-1745.91682
4,-11261.89820